1.
{"formula": "C6H10N2", "method": "the ωB97M-V functional and the def2-TZVPD basis", "elements": ["C", "C", "C", "C", "C", "N", "C", "N", "H", "H", "H", "H", "H", "H", "H", "H", "H", "H"], "coordinates": [[-2.124, -0.226, 0.558], [-1.078, -0.578, -0.478], [-0.422, 0.782, -1.025], [0.365, 1.534, -0.363], [1.169, 0.784, 0.701], [2.075, -0.258, -0.066], [1.347, -1.379, -0.272], [0.023, -1.614, -0.220], [-3.016, 0.464, 0.471], [-1.452, 0.003, 1.293], [-2.549, -1.184, 1.008], [-1.278, -1.247, -1.423], [-1.003, 1.224, -1.680], [0.444, 2.486, -0.905], [0.412, 0.197, 1.466], [1.905, 1.572, 1.310], [3.135, -0.233, 0.023], [2.047, -2.327, -0.398]], "mulliken_charge": [-0.87, 0.00, -0.60, -0.21, -0.47, -0.26, 0.05, -0.63, 0.29, 0.25, 0.30, 0.31, 0.50, 0.32, 0.15, 0.32, 0.29, 0.28], "de_lowest_kj_mol": 484.0, "homo_energy_ev": -8.21, "e_lumo_ha": 0.0338, "total_charge": 0, "smiles": "C[C@H]1C=CCNC=N1"}

=====

2.
{"formula": "C6H10N2", "method": "the ωB97M-V functional and the def2-TZVPD basis", "elements": ["C", "C", "C", "C", "N", "C", "N", "C", "H", "H", "H", "H", "H", "H", "H", "H", "H", "H"], "coordinates": [[-1.633, 1.002, -0.027], [-0.002, 1.268, -0.013], [0.738, -0.111, -0.304], [1.877, -0.786, 0.571], [2.228, -0.053, -0.757], [-0.444, -0.887, -0.769], [-1.325, -1.838, -0.260], [-1.456, -0.337, 0.230], [-1.754, 1.182, -1.174], [-2.284, 1.545, 0.545], [0.322, 1.466, 1.125], [0.171, 2.117, -0.849], [2.176, -0.262, 1.543], [1.838, -1.875, 0.593], [2.455, 0.937, -0.517], [-0.806, -0.738, -1.774], [-1.355, -2.348, 0.610], [-0.746, -0.280, 1.228]], "mulliken_charge": [-0.70, -0.56, 0.64, -0.69, -0.76, -0.08, -0.66, -0.05, 0.23, 0.37, 0.31, 0.32, 0.23, 0.31, 0.32, 0.32, 0.27, 0.18], "de_lowest_kj_mol": 755.2, "homo_energy_ev": -8.37, "e_lumo_ha": 0.0370, "total_charge": 0, "smiles": "C1C[C@@]2(CN2)[C@H]2N[C@H]12"}

=====

3.
{"formula": "C6H10N2", "method": "the ωB97M-V functional and the def2-TZVPD basis", "elements": ["H", "N", "C", "C", "N", "H", "C", "C", "C", "C", "H", "H", "H", "H", "H", "H", "H", "H"], "coordinates": [[-0.498, -1.232, 1.897], [-0.647, -1.991, 1.229], [-0.185, -1.738, 0.073], [0.896, -0.724, -0.277], [2.052, -0.996, -0.721], [2.174, -1.972, -0.995], [0.465, 0.631, 0.038], [1.481, 1.564, 0.613], [-0.877, 0.821, 0.087], [-1.925, 0.347, -0.875], [-0.333, -2.514, -0.679], [1.132, 2.595, 0.579], [1.689, 1.308, 1.654], [2.411, 1.484, 0.054], [-1.218, 1.683, 0.657], [-2.245, 1.177, -1.507], [-2.808, 0.020, -0.324], [-1.564, -0.464, -1.503]], "mulliken_charge": [0.31, -0.56, -0.60, 0.66, -0.68, 0.26, 0.73, -1.34, -0.43, -1.16, 0.42, 0.39, 0.26, 0.37, 0.38, 0.35, 0.30, 0.36], "de_lowest_kj_mol": 210.1, "homo_energy_ev": -9.01, "e_lumo_ha": 0.0135, "total_charge": 0, "smiles": "[H]\\N=C/C(=N\\[H])C(/C)=C\\C"}